Record 1
ORCA calculation (ωB97M-V with the def2-TZVPD basis set) on C24H20N5O7RuS6 as an isolated structure.

Cartesian coordinates (Å):
Ru -0.805 1.030 -1.156
C 5.266 -2.553 4.321
O 4.004 -3.147 4.127
C 2.926 -2.467 4.654
C 1.703 -2.622 4.010
C 0.588 -1.935 4.444
C 0.656 -1.066 5.549
C 1.875 -0.987 6.229
C 3.003 -1.662 5.781
N -0.383 -0.265 6.021
N -1.495 -0.152 5.357
C -1.592 0.167 4.046
C -2.910 0.063 3.535
C -3.257 0.297 2.235
C -2.268 0.651 1.280
O -2.532 0.947 0.090
C -0.883 0.724 1.768
N 0.026 1.022 0.814
C 1.279 1.247 1.150
C 1.674 1.254 2.489
C 0.764 0.955 3.472
C -0.556 0.604 3.125
H 5.940 -3.002 3.593
H 5.658 -2.743 5.326
H 5.224 -1.472 4.156
H 1.650 -3.267 3.141
H -0.349 -2.052 3.916
H 1.931 -0.343 7.098
H 3.939 -1.547 6.313
H -3.664 -0.246 4.250
H -4.279 0.206 1.892
H 1.963 1.461 0.338
H 2.697 1.501 2.738
H 1.047 1.029 4.510
S 4.690 5.474 -3.067
C 3.430 4.452 -2.666
S 1.959 4.981 -1.968
C 1.156 3.434 -1.857
C 1.864 2.379 -2.307
S 1.272 0.752 -2.289
S 3.462 2.754 -2.901
S -0.447 3.331 -1.180
O -1.401 -3.277 -1.922
S -1.638 -1.864 -1.859
O -0.687 -1.152 -0.959
O -3.002 -1.443 -1.727
O -1.146 -1.368 -3.345
N -1.714 0.864 -2.888
C -1.515 -0.064 -3.698
N -1.595 0.035 -5.079
C -2.143 1.236 -5.660
C -3.482 0.919 -6.309
O -3.380 -0.166 -7.229
C -2.881 -1.337 -6.591
C -1.508 -1.079 -5.994
H -1.453 1.627 -6.419
H -2.256 1.968 -4.861
H -3.845 1.768 -6.889
H -4.214 0.673 -5.529
H -2.852 -2.114 -7.357
H -3.567 -1.642 -5.789
H -0.813 -0.814 -6.801
H -1.137 -1.957 -5.473

Output
ΔE to the lowest compared entry with this formula, charge and spin: 68.8 kJ/mol
Charge: -2
Multiplicity: 2
HOMO-LUMO gap (alpha / beta): 0.2026 / 0.2046 Eh
DFT total energy: -114591.060 eV
E_LUMO (alpha / beta): 3.72 / 3.71 eV
HOMO energy (alpha / beta): -0.0657 / -0.0684 Eh

Here are the Löwdin charges for atoms 1 to 6, given in e:
1. Ru 0.8667
2. C -0.1112
3. O -0.1062
4. C -0.3035
5. C -0.0012
6. C -0.0287

Record 2
ORCA calculation (ωB97M-V with the def2-TZVPD basis set) on C24H20N9RuS as an isolated structure.

Cartesian coordinates (Å):
Ru -0.623 1.350 0.057
N -0.936 3.457 -3.685
C -1.121 2.802 -2.550
S 0.300 2.667 -1.456
N -2.292 2.326 -2.233
N -2.296 1.727 -1.016
C -3.419 1.561 -0.407
C -3.367 0.980 0.933
C -4.501 0.698 1.672
C -4.355 0.170 2.950
C -3.082 -0.050 3.452
C -1.987 0.270 2.664
N -2.117 0.766 1.430
H -0.048 3.866 -3.924
H -1.721 3.623 -4.299
H -4.348 1.883 -0.865
H -5.480 0.896 1.257
H -5.228 -0.060 3.547
H -2.930 -0.453 4.443
H -0.975 0.139 3.027
C -1.431 -2.991 -3.547
C -2.266 -1.996 -3.031
C -1.812 -1.146 -2.056
C -0.494 -1.270 -1.549
C 0.351 -2.282 -2.099
C -0.119 -3.119 -3.076
N -0.053 -0.409 -0.573
N 1.123 -0.841 0.080
C 2.262 0.998 1.048
C 3.454 1.407 1.617
C 3.400 2.409 2.575
C 2.165 2.924 2.949
C 1.030 2.446 2.327
N 1.071 1.510 1.362
H -1.796 -3.660 -4.315
H -3.277 -1.899 -3.401
H -2.470 -0.394 -1.652
H 1.381 -2.370 -1.790
H 0.532 -3.871 -3.500
H 4.391 0.946 1.336
H 4.309 2.763 3.042
H 2.080 3.689 3.707
H 0.048 2.834 2.580
N 5.259 -4.339 0.912
C 4.462 -3.540 0.698
C 3.470 -2.546 0.421
C 2.302 -2.617 1.165
C 1.130 -1.944 0.815
N 2.212 0.005 0.053
C 3.285 -0.391 -0.745
C 3.808 -1.631 -0.637
H 2.219 -3.396 1.911
H 0.156 -2.360 1.060
H 3.713 0.360 -1.402
H 4.635 -1.902 -1.280

Output
ΔE to the lowest compared entry with this formula, charge and spin: 43.9 kJ/mol
Charge: +3
HOMO-LUMO gap (alpha / beta): 0.1895 / 0.1895 Eh
DFT total energy: -52010.882 eV
E_LUMO (alpha / beta): -11.95 / -11.95 eV
HOMO energy (alpha / beta): -0.6288 / -0.6288 Eh

Here are the Löwdin charges for atoms 1 to 6, given in e:
1. Ru 1.1071
2. N 0.1522
3. C -0.7304
4. S 0.7328
5. N 0.0386
6. N -0.2204

Record 3
ORCA calculation (ωB97M-V with the def2-TZVPD basis set) on C24H21Br2N5O4STi as an isolated structure.

Cartesian coordinates (Å):
Ti 0.322 -0.613 -0.624
O 0.990 4.354 4.050
C -0.108 3.980 3.602
O -1.282 4.381 3.719
C 0.034 2.879 2.504
C -1.067 2.499 1.753
C -0.922 1.551 0.774
N 0.278 1.004 0.500
C 1.365 1.420 1.167
C 1.271 2.348 2.180
C 2.613 0.860 0.610
C 3.865 1.201 1.064
C 4.972 0.716 0.387
C 4.778 -0.071 -0.734
C 3.488 -0.386 -1.112
N 2.413 0.044 -0.442
C -1.998 1.070 -0.119
C -3.337 1.383 0.033
C -4.240 0.922 -0.912
C -3.779 0.172 -1.984
C -2.435 -0.127 -2.044
N -1.559 0.301 -1.123
H -2.012 2.988 1.972
H 2.126 2.715 2.739
H 3.971 1.859 1.916
H 5.973 0.966 0.720
H 5.611 -0.444 -1.315
H 3.304 -1.013 -1.968
H -3.655 2.000 0.865
H -5.296 1.159 -0.824
H -4.447 -0.176 -2.761
H -2.033 -0.741 -2.837
S 1.326 -2.691 -1.742
C 0.884 -1.603 -3.007
C 0.746 -1.931 -4.369
C 0.409 -0.946 -5.259
C 0.219 0.378 -4.823
C 0.346 0.639 -3.493
N 0.658 -0.332 -2.597
H 0.920 -2.952 -4.680
H 0.294 -1.184 -6.311
H -0.026 1.171 -5.517
H 0.209 1.632 -3.089
Br 1.996 -2.277 1.941
C 1.941 -1.813 3.811
Br 0.236 -1.292 4.543
H 2.610 -0.977 3.945
H 2.274 -2.682 4.349
N -2.928 -1.966 2.419
C -2.704 -2.780 1.175
C -1.566 -2.102 0.436
O -1.334 -2.329 -0.754
O -0.888 -1.287 1.135
H -3.629 -1.242 2.281
H -2.022 -1.493 2.585
H -3.185 -2.520 3.231
H -3.596 -2.840 0.562
H -2.395 -3.778 1.469

Output
Charge: +1
Multiplicity: 2
HOMO-LUMO gap (alpha / beta): 0.2405 / 0.2305 Eh
DFT total energy: -214902.737 eV
E_LUMO (alpha / beta): -3.63 / -3.89 eV
HOMO energy (alpha / beta): -0.3738 / -0.3735 Eh

Here are the Löwdin charges for atoms 1 to 6, given in e:
1. Ti 0.8822
2. O -0.0103
3. C -0.6630
4. O -0.0214
5. C -0.0507
6. C 0.0770

Record 4
ORCA calculation (ωB97M-V with the def2-TZVPD basis set) on one molecule with the formula C24H21ClN4O4S.

Cartesian coordinates (Å):
C 3.665 3.389 -3.184
H 3.830 2.908 -4.146
H 2.594 3.494 -3.032
H 4.106 4.383 -3.214
C 4.297 2.565 -2.060
C 3.752 1.158 -2.060
C 2.398 0.930 -1.849
C 1.931 -0.374 -1.857
C 2.817 -1.446 -2.076
C 4.164 -1.233 -2.287
C 4.610 0.078 -2.274
H 5.661 0.271 -2.436
H 4.846 -2.053 -2.455
N 2.086 -2.627 -2.039
C 0.792 -2.349 -1.809
C 0.619 -0.960 -1.684
N -0.584 -0.438 -1.400
N -0.728 0.806 -1.312
C -1.566 1.603 -0.668
O -2.134 2.575 -1.141
C -1.590 1.349 0.828
C -1.115 0.175 1.396
C -1.278 -0.039 2.747
C -1.877 0.897 3.566
C -2.331 2.081 3.004
C -2.204 2.296 1.643
H -2.578 3.197 1.178
H -2.795 2.831 3.627
H -1.967 0.695 4.622
S -0.847 -1.647 3.391
O -0.410 -1.574 4.750
O -0.049 -2.351 2.435
N -2.375 -2.379 3.476
C -3.266 -2.260 2.419
C -4.610 -1.963 2.635
C -5.473 -1.830 1.564
C -5.017 -1.975 0.266
C -3.682 -2.283 0.064
C -2.801 -2.439 1.117
H -1.769 -2.703 0.962
Cl -3.115 -2.474 -1.556
H -5.685 -1.855 -0.572
H -6.512 -1.598 1.740
H -4.973 -1.839 3.645
H -2.779 -2.269 4.394
H -0.619 -0.586 0.815
O -0.097 -3.322 -1.724
H -0.996 -2.955 -1.586
H 2.459 -3.557 -2.139
H 1.710 1.743 -1.686
C 4.068 3.234 -0.703
H 4.511 2.639 0.093
H 4.523 4.222 -0.691
H 3.006 3.343 -0.500
H 5.377 2.515 -2.238

Output
ΔE to the lowest compared entry with this formula, charge and spin: 169.4 kJ/mol
SMILES: CC(C)c1ccc2[nH]c(O)c(/N=N/C(=O)c3cccc(S(=O)(=O)Nc4cccc(Cl)c4)c3)c2c1
HOMO-LUMO gap: 0.2862 Eh
DFT total energy: -62736.072 eV
E_LUMO: -0.43 eV
HOMO energy: -0.3020 Eh

Here are the Löwdin charges for atoms 1 to 6, given in e:
1. C -0.0639
2. H 0.0816
3. H 0.0766
4. H 0.0762
5. C -0.3922
6. C -0.2089

Record 5
ORCA calculation (ωB97M-V with the def2-TZVPD basis set) on C24H21F3N2O as an isolated structure.

Cartesian coordinates (Å):
C -2.802 0.864 2.005
N -1.954 0.490 0.811
C -2.598 0.761 -0.364
C -3.596 -0.315 -0.934
F -3.525 -1.526 -0.295
F -4.876 0.141 -0.841
F -3.324 -0.534 -2.249
O -2.513 1.808 -1.050
H -3.893 0.653 1.808
H -2.535 0.282 2.916
H -2.622 1.951 2.328
C 0.948 -2.603 -4.935
N 1.658 -2.530 -3.670
C 3.103 -2.717 -3.842
C 1.174 -1.640 -2.694
C -0.036 -1.955 -1.994
C -0.343 -1.245 -0.849
C 0.377 -0.094 -0.512
C 0.014 0.493 0.772
C 0.333 1.898 1.003
C 0.448 2.091 2.408
C 0.690 3.355 2.924
C 0.804 4.435 2.035
C 0.669 4.238 0.655
C 0.473 2.950 0.116
C 0.376 0.804 3.068
C 0.231 -0.197 2.069
C 0.139 -1.550 2.381
C 0.058 -1.884 3.742
C 0.182 -0.906 4.751
C 0.387 0.435 4.409
C 1.426 0.371 -1.350
C 1.870 -0.435 -2.395
H -0.118 -2.406 -4.804
H 1.357 -1.876 -5.657
H 1.090 -3.613 -5.343
H 3.586 -2.829 -2.866
H 3.245 -3.641 -4.413
H 3.565 -1.863 -4.375
H -0.630 -2.838 -2.262
H -1.218 -1.474 -0.230
H 0.897 3.476 3.983
H 1.027 5.448 2.387
H 0.770 5.066 -0.060
H 0.334 2.763 -0.945
H -0.007 -2.291 1.578
H -0.055 -2.938 4.011
H 0.136 -1.221 5.798
H 0.614 1.192 5.155
H 1.883 1.352 -1.212
H 2.780 -0.197 -2.970

Output
HOMO-LUMO gap: 0.2680 Eh
DFT total energy: -38406.878 eV
E_LUMO: -0.78 eV
HOMO energy: -0.2967 Eh

Here are the Löwdin charges for atoms 1 to 6, given in e:
1. C -0.0412
2. N 0.0004
3. C -0.3763
4. C -0.4948
5. F 0.1054
6. F 0.1270

Record 6
ORCA calculation (ωB97M-V with the def2-TZVPD basis set) on one molecule with the formula C24H21N3OS.

Cartesian coordinates (Å):
O 1.253 0.072 2.117
C 1.061 -0.519 1.075
C 2.105 -1.360 0.455
C 1.859 -2.296 -0.549
C 2.904 -3.030 -1.080
C 4.199 -2.842 -0.623
C 4.450 -1.928 0.388
C 3.410 -1.199 0.927
H 3.583 -0.482 1.715
H 5.456 -1.786 0.754
H 5.009 -3.414 -1.050
H 2.707 -3.755 -1.855
H 0.859 -2.480 -0.909
C -0.306 -0.424 0.400
H -0.313 -0.887 -0.587
C -0.696 1.057 0.253
C -2.165 1.255 0.029
C -2.955 1.800 1.034
C -4.319 1.947 0.849
C -4.904 1.556 -0.343
C -4.119 1.028 -1.354
C -2.758 0.880 -1.171
H -2.146 0.471 -1.961
H -4.571 0.726 -2.287
H -5.968 1.665 -0.484
H -4.924 2.368 1.638
H -2.501 2.107 1.966
H -0.368 1.603 1.141
S 0.197 1.762 -1.206
C 1.878 1.823 -0.625
C 2.219 2.516 0.527
C 3.540 2.562 0.927
C 4.523 1.945 0.169
C 4.181 1.279 -0.996
C 2.859 1.213 -1.393
H 2.578 0.691 -2.295
H 4.944 0.801 -1.593
H 5.554 1.989 0.485
H 3.805 3.091 1.831
H 1.458 3.014 1.108
C -1.277 -1.204 1.306
N -2.458 -1.607 0.597
C -3.753 -1.488 0.938
N -4.515 -2.017 0.012
C -3.630 -2.459 -0.902
N -2.379 -2.234 -0.583
H -3.919 -2.953 -1.807
H -4.093 -1.024 1.840
H -0.766 -2.105 1.670
H -1.572 -0.599 2.166

Output
ΔE to the lowest compared entry with this formula, charge and spin: 130.3 kJ/mol
SMILES: O=C(c1ccccc1)[C@@H](Cn1cncn1)[C@@H](Sc1ccccc1)c1ccccc1
HOMO-LUMO gap: 0.3127 Eh
DFT total energy: -42582.223 eV
E_LUMO: 0.02 eV
HOMO energy: -0.3118 Eh

Here are the Löwdin charges for atoms 1 to 6, given in e:
1. O 0.1039
2. C -0.3457
3. C -0.1446
4. C -0.0125
5. C -0.0705
6. C -0.0737

Record 7
ORCA calculation (ωB97M-V with the def2-TZVPD basis set) on C24H21N4O2Pt as an isolated structure.

Cartesian coordinates (Å):
Pt 0.066 0.961 0.012
O 2.423 4.344 -0.074
C 1.912 3.233 -0.014
N 0.612 2.896 -0.025
C -0.445 3.893 -0.086
C -0.276 5.296 -0.136
C -1.379 6.159 -0.163
C -2.655 5.626 -0.138
C -2.827 4.235 -0.100
C -1.719 3.352 -0.082
N -1.774 1.875 -0.034
C -3.018 1.285 -0.105
O -4.064 1.903 -0.267
C -3.308 -0.235 0.047
C -4.646 -0.591 -0.025
C -5.002 -1.923 0.110
C -4.010 -2.872 0.314
C -2.700 -2.430 0.376
N -2.365 -1.133 0.250
C 2.874 2.069 0.126
C 4.225 2.324 0.124
C 5.103 1.261 0.277
C 4.592 -0.024 0.431
C 3.219 -0.191 0.422
N 2.374 0.848 0.271
H 0.717 5.697 -0.148
H -1.216 7.238 -0.201
H -3.537 6.271 -0.153
H -3.813 3.826 -0.089
H -5.366 0.193 -0.187
H -6.046 -2.215 0.057
H -4.240 -3.929 0.423
H -1.860 -3.115 0.528
H 4.543 3.346 0.007
H 6.174 1.436 0.283
H 5.242 -0.886 0.554
H 2.744 -1.168 0.532
C 0.786 -4.263 -1.545
C 1.249 -3.710 -0.185
C 2.768 -3.903 -0.066
C 0.556 -4.503 0.933
C 0.899 -2.245 -0.075
C 0.587 -1.047 -0.049
H 1.047 -5.334 -1.645
H 1.257 -3.709 -2.362
H -0.299 -4.156 -1.651
H 3.019 -4.975 -0.074
H 3.145 -3.468 0.866
H 3.289 -3.424 -0.906
H 0.851 -5.565 0.891
H -0.534 -4.449 0.836
H 0.828 -4.103 1.915

Output
ΔE to the lowest compared entry with this formula, charge and spin: 34.8 kJ/mol
Charge: -1
HOMO-LUMO gap: 0.2559 Eh
DFT total energy: -38531.478 eV
E_LUMO: 2.65 eV
HOMO energy: -0.1587 Eh

Here are the Löwdin charges for atoms 1 to 6, given in e:
1. Pt 1.0669
2. O 0.0117
3. C -0.4841
4. N -0.0724
5. C -0.1926
6. C -0.0249

Record 8
ORCA calculation (ωB97M-V with the def2-TZVPD basis set) on C24H21N5O3SV as an isolated structure.

Cartesian coordinates (Å):
V -0.032 0.128 0.601
C -2.618 -2.026 -1.545
O -2.522 -3.330 -0.977
C -1.736 -3.558 0.091
C -1.739 -4.864 0.570
C -0.976 -5.245 1.663
C -0.192 -4.313 2.317
C -0.172 -3.003 1.855
C 0.653 -2.022 2.551
N 0.793 -0.800 2.186
N 1.598 0.021 3.007
C 1.658 1.190 2.467
O 1.061 1.429 1.301
C 2.303 2.313 3.175
C 2.823 2.144 4.456
C 3.344 3.232 5.136
C 3.355 4.489 4.540
C 2.860 4.654 3.253
C 2.333 3.566 2.572
C -0.936 -2.638 0.741
O -0.827 -1.323 0.354
H -3.347 -2.114 -2.343
H -1.666 -1.698 -1.958
H -2.970 -1.298 -0.814
H -2.367 -5.577 0.049
H -0.998 -6.273 2.002
H 0.405 -4.592 3.178
H 1.181 -2.333 3.448
H 2.813 1.159 4.904
H 3.743 3.103 6.134
H 3.752 5.339 5.081
H 2.891 5.629 2.781
H 1.955 3.675 1.562
C 2.210 2.641 -3.452
N 1.285 3.185 -2.452
C 1.124 4.538 -2.193
C 0.247 4.649 -1.196
N -0.134 3.351 -0.835
C 0.521 2.446 -1.633
S 0.428 0.746 -1.721
C -1.030 3.103 0.256
C -1.295 4.119 1.155
C -2.186 3.870 2.181
C -2.789 2.628 2.279
C -2.434 1.673 1.352
N -1.562 1.896 0.353
H 2.317 3.374 -4.246
H 1.804 1.721 -3.856
H 3.178 2.437 -3.001
H 1.641 5.296 -2.754
H -0.173 5.528 -0.749
H -0.800 5.075 1.089
H -2.401 4.647 2.905
H -3.498 2.399 3.060
H -2.858 0.676 1.388

Output
Charge: +1
Multiplicity: 3
HOMO-LUMO gap (alpha / beta): 0.2694 / 0.2887 Eh
DFT total energy: -75340.502 eV
E_LUMO (alpha / beta): -3.21 / -3.08 eV
HOMO energy (alpha / beta): -0.3874 / -0.4018 Eh

Here are the Löwdin charges for atoms 1 to 6, given in e:
1. V 0.8284
2. C -0.0440
3. O -0.0419
4. C -0.2163
5. C 0.0301
6. C -0.0526